{
  "formula": "C16H48N6O8",
  "method": "ωB97M-V with the def2-TZVPD basis set",
  "spin_multiplicity": 1,
  "de_lowest_kj_mol": 737.9,
  "smiles": "NC(N)=O.NC(N)=O.NC(N)=O.CC(C)O.CC(C)O.CC(C)O.CC(C)O.CO",
  "orbital_gap_ev": 8.6,
  "energy_ev": -42685.5211,
  "symbols": ["N", "C", "N", "O", "H", "H", "H", "H", "N", "C", "N", "O", "H", "H", "H", "H", "N", "C", "N", "O", "H", "H", "H", "H", "C", "C", "C", "O", "H", "H", "H", "H", "H", "H", "H", "H", "C", "C", "C", "O", "H", "H", "H", "H", "H", "H", "H", "H", "C", "C", "C", "O", "H", "H", "H", "H", "H", "H", "H", "H", "C", "C", "C", "O", "H", "H", "H", "H", "H", "H", "H", "H", "C", "O", "H", "H", "H", "H"],
  "coordinates": [[0.9257, 2.8369, 1.1081], [1.0427, 4.1230, 1.2071], [0.7810, 4.7876, 0.1060], [1.6943, 4.6178, 2.3024], [1.0618, 2.2260, 1.8715], [0.5214, 2.4627, 0.3075], [0.9297, 5.8091, 0.2585], [0.0258, 4.4387, -0.4904], [-0.5636, 1.1716, -1.6274], [-0.6857, 2.3139, -2.2111], [-0.2648, 2.2658, -3.4243], [-1.1075, 3.5477, -1.6310], [-0.8577, 1.1923, -0.6531], [-0.0977, 0.2928, -1.9983], [-0.3857, 3.1155, -4.0444], [0.1713, 1.4693, -3.8538], [-0.4445, -1.8441, -3.9396], [-0.1517, -1.6655, -2.7522], [0.8859, -0.9045, -2.5770], [-0.8886, -2.4248, -1.7495], [-1.2979, -2.3074, -4.1987], [0.1401, -1.5439, -4.7719], [1.4084, -0.8387, -1.6660], [1.1839, -0.3378, -3.3432], [-1.0744, -5.1779, 0.0918], [0.3472, -5.0097, -0.2180], [0.5467, -5.6481, -1.5894], [0.7382, -3.7577, -0.1312], [-1.3785, -6.1746, -0.0660], [-1.7705, -4.6094, -0.5440], [-1.3656, -4.8855, 1.0829], [0.9689, -5.5215, 0.5638], [0.7848, -6.6770, -1.5483], [1.4394, -5.1359, -2.0640], [-0.2150, -5.5395, -2.2843], [0.2019, -3.2917, -0.7782], [-2.0833, -3.5396, 3.5815], [-2.0193, -2.1014, 2.9761], [-1.7783, -1.0332, 4.0451], [-1.2524, -1.9499, 2.0118], [-1.1155, -3.9907, 3.7397], [-2.5846, -4.1673, 2.8184], [-2.7800, -3.4582, 4.4998], [-3.1170, -1.8115, 2.5944], [-2.1039, -0.0852, 3.6308], [-0.7722, -0.9391, 4.4675], [-2.4151, -1.1731, 4.8713], [-1.5485, -2.5657, 1.3479], [3.0135, 1.6390, -1.5732], [3.3375, 3.0529, -1.2275], [4.6919, 3.5023, -1.7095], [2.5444, 3.8269, -1.7390], [3.2036, 1.4482, -2.6425], [2.0320, 1.4222, -1.2971], [3.6499, 0.9816, -1.0628], [3.3470, 3.1024, -0.1228], [4.7677, 3.0684, -2.6678], [5.5046, 3.1723, -0.9715], [4.7099, 4.5707, -1.8106], [1.9504, 4.1802, -1.0415], [-3.5162, 2.1146, 0.6632], [-2.1740, 2.1175, 1.2373], [-2.0830, 2.4025, 2.7159], [-1.5328, 1.1017, 1.0289], [-3.5689, 2.0675, -0.4111], [-4.0631, 2.9655, 0.9734], [-4.1120, 1.2297, 0.9293], [-1.7722, 2.9548, 0.7080], [-2.7189, 1.7868, 3.2363], [-2.5054, 3.3823, 3.0570], [-1.0257, 2.3610, 3.1882], [-1.7365, 0.3676, 1.5927], [1.3297, -0.6128, 0.8081], [2.0061, -1.3445, -0.2238], [1.5711, 0.4451, 0.7705], [1.4916, -0.9134, 1.8752], [0.3140, -0.7381, 0.5816], [1.6646, -2.2154, -0.1934]],
  "forces_ev_per_angstrom": [[-0.4, -2.1, 0.4], [5.2, 2.3, 7.0], [-0.4, 3.5, -0.8], [-3.4, -1.5, -4.9], [0.2, -0.1, 0.8], [-0.8, -0.8, -1.4], [-0.5, -1.3, -0.5], [-0.3, 0.2, -0.3], [-0.5, -2.0, 3.3], [-1.4, 6.1, 3.0], [0.4, 3.3, -5.7], [1.7, -6.0, -2.4], [-0.1, -0.7, 0.0], [-1.0, 2.1, 0.6], [0.4, -1.6, 1.4], [-0.2, 0.1, 0.2], [-2.0, -0.8, -8.6], [-2.5, -4.8, 8.4], [2.2, 1.2, 2.0], [3.6, 4.2, -4.3], [-0.1, -0.2, 0.3], [-1.0, -0.4, 1.8], [-0.1, -0.5, -0.3], [0.5, 0.0, -0.3], [-2.3, 0.7, 0.4], [0.3, -4.3, 0.4], [3.5, 1.4, 0.0], [1.6, 3.8, 0.2], [-0.3, -1.4, 0.1], [0.6, 0.2, -0.3], [0.2, 0.0, 0.8], [-0.5, -0.3, -0.8], [0.2, -1.2, 0.3], [-0.7, -0.6, 0.4], [-1.9, 0.5, -1.0], [-0.8, 1.1, -0.7], [-2.2, 0.9, -0.1], [-7.1, -0.2, 7.0], [0.4, 0.3, -0.6], [5.7, 0.8, -6.5], [0.4, 0.1, 0.5], [0.1, 0.1, 0.5], [1.4, -0.6, -1.3], [1.2, -0.9, 1.1], [0.4, 0.3, 0.0], [0.1, -0.2, -0.5], [-0.9, -0.4, 1.1], [0.5, -0.3, -1.1], [1.5, -0.3, -1.3], [6.9, -5.1, 4.6], [1.9, -1.2, 2.2], [-8.7, 7.3, -3.9], [-0.4, 0.2, 0.1], [-1.8, -0.3, 0.3], [1.0, -1.2, 0.9], [0.0, 0.0, 0.1], [0.9, -0.4, -1.3], [-0.8, 0.3, -1.4], [0.0, 0.5, 0.2], [-0.2, 0.3, -0.9], [-2.7, -1.3, -0.2], [-4.2, 9.0, 2.7], [1.2, 3.4, 1.3], [6.8, -9.5, -3.4], [0.6, 0.3, -0.6], [-0.7, 1.0, 0.3], [0.1, 0.0, 0.5], [1.2, 0.7, -0.3], [-1.3, -2.1, 1.3], [0.5, -0.3, -0.7], [-1.6, -0.1, -1.2], [-0.2, -0.9, 0.4], [0.6, 0.0, 0.7], [1.3, 2.2, 0.6], [0.4, -0.1, -0.4], [0.2, -0.3, -1.1], [-1.7, 0.1, 0.2], [-0.4, -2.0, 0.3]],
  "lowdin_charge": [0.199, -0.616, 0.151, -0.115, 0.108, 0.050, 0.164, 0.071, 0.194, -0.575, 0.167, -0.156, 0.076, 0.070, 0.164, 0.092, 0.190, -0.563, 0.150, -0.136, 0.137, 0.173, 0.091, 0.109, -0.061, -0.563, -0.037, -0.046, 0.075, 0.096, 0.051, 0.165, 0.063, 0.106, 0.050, 0.019, -0.034, -0.643, -0.031, 0.017, 0.074, 0.063, 0.108, 0.171, 0.039, 0.098, 0.061, 0.106, -0.042, -0.710, -0.029, 0.018, 0.095, 0.021, 0.073, 0.148, 0.055, 0.111, 0.076, 0.067, -0.028, -0.704, -0.026, 0.002, 0.081, 0.079, 0.094, 0.113, 0.029, 0.101, 0.122, 0.096, -0.096, -0.113, 0.054, 0.114, 0.038, 0.020]
}